# 1
3 unconnected molecules or ions with the total composition C4H14NO2 at a distorted geometry, computed with ωB97M-V/def2-TZVPD.

Output
Energy above the lowest of the compared OMol25 structures with the same formula, charge and spin (kcal per mole): 80.5
Lowest unoccupied orbital energy (alpha / beta) (eV): -11.0192 / -12.5501
Kohn-Sham gap (alpha / beta) (eV): 7.8 / 6.3
HOMO level (alpha / beta) (eV): -18.8341 / -18.8250
Charge: +2
Spin multiplicity: 2

Geometry (Å):
C 0.104 -0.309 -0.787
O -0.827 0.740 -0.214
C 1.269 -0.560 0.039
C 2.682 -0.503 -0.570
C 3.661 0.479 0.198
N -3.603 0.731 1.835
H -0.510 -1.193 -0.784
H 0.157 0.096 -1.812
H -0.410 0.812 0.657
H 1.141 -1.290 0.856
H 3.078 -1.518 -0.515
H 2.594 -0.280 -1.692
H 4.622 0.655 -0.293
H 3.218 1.426 0.381
H 3.789 0.098 1.243
H -4.355 1.337 2.016
H -3.740 0.028 1.088
H -3.075 0.497 2.602
H -3.847 -0.669 -1.839
H -2.670 0.064 -1.335
O -3.278 -0.641 -1.076

# 2
2 unconnected molecules or ions with the total composition C6H12O at a distorted geometry, computed with ωB97M-V/def2-TZVPD.

Output
Energy above the lowest of the compared OMol25 structures with the same formula, charge and spin (kcal per mole): 35.0
Lowest unoccupied orbital energy (alpha / beta) (eV): -6.1025 / -7.4112
Kohn-Sham gap (alpha / beta) (eV): 7.3 / 6.0
HOMO level (alpha / beta) (eV): -13.3884 / -13.3884
Charge: +1
Spin multiplicity: 2

Geometry (Å):
C -2.764 -1.229 0.201
C -1.310 -1.142 0.740
C -0.896 0.226 1.185
C -1.242 0.732 2.435
C 0.098 2.321 0.486
C -0.072 0.977 0.315
H -3.114 -0.321 -0.269
H -3.416 -1.500 1.029
H -2.829 -2.005 -0.564
H -0.650 -1.383 -0.083
H -1.157 -1.875 1.533
H -0.572 1.389 2.981
H -2.167 0.377 2.873
H 0.115 3.141 -0.232
H 0.242 2.715 1.494
H 0.267 0.465 -0.581
H 4.231 -1.128 -4.391
H 5.390 -0.705 -3.457
O 5.130 -1.360 -4.122